{"formula": "C26H32N5O3W", "method": "ωB97M-V/def2-TZVPD", "homo_energy_ev": [-16.20, -16.81], "de_lowest_kcal_mol": 9.03, "total_charge": 3, "multiplicity": 3, "gap_ev": [6.528, 5.294], "fmax_ev_per_a": 2.564, "elements": ["W", "C", "C", "C", "C", "C", "N", "C", "C", "C", "C", "C", "C", "C", "N", "C", "C", "C", "N", "C", "C", "N", "C", "C", "C", "N", "H", "H", "H", "H", "H", "H", "H", "H", "H", "H", "H", "H", "H", "H", "H", "H", "H", "H", "C", "O", "C", "C", "O", "C", "C", "O", "C", "H", "H", "H", "H", "H", "H", "H", "H", "H", "H", "H", "H", "H", "H"], "positions_angstrom": [[0.64, 0.24, 0.64], [-1.32, 0.20, -6.31], [-0.93, -0.08, -4.90], [-1.08, -1.38, -4.37], [-0.76, -1.68, -3.07], [-0.25, -0.70, -2.20], [0.08, -1.01, -0.90], [-0.44, -1.97, -0.06], [-1.77, -2.45, -0.06], [-2.23, -3.27, 0.94], [-1.41, -3.67, 2.01], [-1.93, -4.54, 3.10], [-0.09, -3.25, 2.01], [0.41, -2.40, 1.02], [1.83, -2.21, 0.95], [2.82, -3.11, 1.07], [4.01, -2.41, 1.00], [3.67, -1.07, 0.85], [2.34, -0.95, 0.83], [-0.05, 0.62, -2.76], [-0.40, 0.89, -4.08], [0.47, 1.63, -1.93], [0.38, 3.03, -2.05], [0.82, 3.85, -1.08], [1.67, 3.60, 0.17], [0.91, 1.25, -0.80], [-2.10, -0.48, -6.64], [-0.46, 0.03, -6.97], [-1.64, 1.22, -6.45], [-1.44, -2.17, -5.02], [-0.86, -2.69, -2.70], [-2.43, -2.16, -0.88], [-3.25, -3.63, 0.90], [-2.67, -5.24, 2.74], [-2.41, -3.93, 3.87], [-1.12, -5.10, 3.58], [0.59, -3.62, 2.77], [2.64, -4.16, 1.17], [5.00, -2.83, 1.06], [4.32, -0.22, 0.74], [-0.22, 1.88, -4.48], [-0.11, 3.42, -2.93], [0.64, 4.91, -1.27], [1.76, 4.56, 0.68], [3.09, 3.11, -0.20], [1.12, 2.68, 1.17], [0.54, 3.19, 2.36], [0.75, 2.10, 3.40], [0.42, 0.78, 2.88], [-0.89, 0.28, 3.21], [-1.96, 0.89, 2.33], [-1.55, 0.71, 0.96], [-2.56, 1.07, 0.01], [3.85, 3.75, 0.23], [3.25, 3.08, -1.28], [3.23, 2.10, 0.19], [-0.52, 3.42, 2.20], [1.03, 4.11, 2.70], [0.17, 2.29, 4.31], [1.81, 2.04, 3.67], [-1.11, 0.47, 4.27], [-0.84, -0.81, 3.06], [-2.11, 1.95, 2.54], [-2.91, 0.37, 2.50], [-3.50, 0.56, 0.25], [-2.22, 0.77, -0.98], [-2.73, 2.15, 0.03]], "nbo_charge": [1.8387, -0.6627, 0.1031, -0.0976, -0.2603, 0.2767, -0.5972, 0.1955, -0.2393, -0.1284, 0.0520, -0.6511, -0.1920, 0.0093, -0.1704, 0.0536, -0.2677, 0.0509, -0.3820, 0.1325, -0.2354, -0.1410, -0.0362, -0.1684, 0.0659, -0.3408, 0.2524, 0.2714, 0.2499, 0.2551, 0.2445, 0.2514, 0.2572, 0.2580, 0.2531, 0.2477, 0.2553, 0.2699, 0.2862, 0.2571, 0.2473, 0.2529, 0.2612, 0.2319, -0.6224, -0.5755, -0.0902, -0.0850, -0.5646, -0.1060, -0.1036, -0.5779, -0.2473, 0.2570, 0.2387, 0.2046, 0.1856, 0.2349, 0.2309, 0.2352, 0.2516, 0.2215, 0.2150, 0.2380, 0.2233, 0.2053, 0.2205]}

---

{"formula": "C48H62N12", "method": "ωB97M-V/def2-TZVPD", "homo_energy_ev": -8.07, "de_lowest_kcal_mol": 129.70, "total_charge": 0, "gap_ev": 8.183, "fmax_ev_per_a": 3.582, "elements": ["C", "C", "C", "C", "N", "H", "H", "H", "H", "H", "H", "H", "N", "C", "C", "C", "C", "H", "H", "H", "H", "H", "N", "C", "C", "C", "C", "H", "H", "H", "H", "H", "N", "C", "C", "C", "C", "H", "H", "H", "H", "H", "N", "C", "C", "C", "C", "H", "H", "H", "H", "H", "N", "C", "C", "C", "C", "H", "H", "H", "H", "H", "N", "C", "C", "C", "C", "H", "H", "H", "H", "H", "N", "C", "C", "C", "C", "H", "H", "H", "H", "H", "N", "C", "C", "C", "C", "H", "H", "H", "H", "H", "N", "C", "C", "C", "C", "H", "H", "H", "H", "H", "N", "C", "C", "C", "C", "H", "H", "H", "H", "H", "N", "C", "C", "C", "C", "H", "H", "H", "H", "H"], "positions_angstrom": [[29.49, 24.21, -14.45], [29.28, 25.74, -14.34], [27.80, 26.02, -14.87], [26.68, 25.31, -14.26], [25.76, 24.79, -13.74], [28.81, 23.53, -13.94], [30.53, 23.97, -14.20], [29.46, 23.92, -15.50], [30.00, 26.44, -14.75], [29.21, 25.97, -13.28], [27.68, 25.71, -15.91], [27.56, 27.08, -14.90], [31.57, 29.51, -20.33], [30.41, 28.81, -20.25], [29.39, 29.66, -20.51], [29.91, 30.95, -20.69], [31.29, 30.82, -20.58], [32.50, 29.12, -20.22], [30.40, 27.74, -20.08], [28.33, 29.46, -20.47], [29.34, 31.83, -20.97], [32.15, 31.47, -20.64], [36.84, 26.82, -18.36], [37.23, 27.20, -19.60], [36.71, 26.35, -20.53], [36.02, 25.33, -19.82], [36.04, 25.70, -18.46], [36.91, 27.39, -17.53], [37.79, 28.13, -19.68], [36.84, 26.41, -21.60], [35.49, 24.44, -20.14], [35.65, 25.25, -17.56], [32.30, 14.01, -18.66], [32.77, 13.85, -17.36], [33.01, 15.11, -16.90], [32.70, 16.09, -17.92], [32.34, 15.32, -19.06], [31.99, 13.22, -19.21], [32.85, 12.88, -16.90], [33.37, 15.45, -15.94], [32.77, 17.17, -17.87], [31.97, 15.60, -20.04], [26.08, 22.33, -22.61], [25.63, 21.26, -21.89], [26.75, 20.84, -21.19], [27.82, 21.75, -21.39], [27.39, 22.61, -22.38], [25.43, 22.93, -23.10], [24.60, 20.97, -21.96], [26.79, 20.03, -20.48], [28.80, 21.75, -20.94], [27.85, 23.46, -22.86], [24.45, 18.43, -12.65], [25.36, 18.43, -13.72], [25.99, 17.18, -13.79], [25.40, 16.43, -12.77], [24.55, 17.22, -12.05], [23.88, 19.23, -12.40], [25.52, 19.30, -14.33], [26.75, 16.85, -14.48], [25.58, 15.43, -12.41], [24.05, 17.01, -11.12], [19.33, 24.66, -17.41], [18.21, 25.10, -18.07], [18.02, 24.36, -19.22], [19.09, 23.47, -19.18], [19.93, 23.71, -18.12], [19.58, 25.01, -16.50], [17.67, 25.90, -17.58], [17.30, 24.45, -20.01], [19.44, 22.74, -19.90], [20.90, 23.35, -17.80], [23.23, 26.13, -26.59], [21.98, 25.92, -26.02], [21.84, 26.79, -24.95], [22.96, 27.65, -24.97], [23.77, 27.24, -26.02], [23.64, 25.51, -27.28], [21.41, 25.07, -26.38], [21.05, 26.72, -24.23], [23.17, 28.46, -24.28], [24.78, 27.56, -26.22], [29.57, 18.32, -27.22], [30.24, 18.19, -28.45], [29.29, 17.59, -29.29], [28.09, 17.43, -28.66], [28.31, 17.76, -27.35], [29.85, 18.81, -26.38], [31.25, 18.57, -28.54], [29.43, 17.36, -30.34], [27.16, 17.02, -29.02], [27.64, 17.87, -26.51], [19.64, 17.99, -25.49], [18.65, 18.92, -25.13], [18.22, 19.66, -26.20], [19.03, 19.22, -27.28], [19.95, 18.30, -26.79], [20.17, 17.31, -24.97], [18.25, 18.88, -24.13], [17.48, 20.45, -26.16], [18.96, 19.49, -28.33], [20.72, 17.72, -27.29], [32.05, 28.38, -26.54], [33.00, 27.38, -26.60], [33.64, 27.47, -27.76], [33.07, 28.47, -28.49], [32.08, 29.06, -27.70], [31.40, 28.51, -25.78], [33.16, 26.72, -25.76], [34.56, 26.93, -27.93], [33.48, 28.75, -29.45], [31.35, 29.85, -27.85], [21.99, 12.78, -22.43], [21.68, 11.65, -23.15], [22.80, 11.47, -23.99], [23.82, 12.49, -23.80], [23.26, 13.28, -22.80], [21.35, 13.17, -21.75], [20.74, 11.14, -23.00], [22.78, 10.60, -24.63], [24.73, 12.69, -24.34], [23.55, 14.17, -22.27]], "lowdin_charge": [-0.1165, -0.2030, -0.1981, -0.2457, 0.1296, 0.0760, 0.0654, 0.0689, 0.1044, 0.0964, 0.1108, 0.1118, -0.0027, -0.1613, -0.1371, -0.1034, -0.1399, 0.1493, 0.1070, 0.0933, 0.0903, 0.1043, -0.0129, -0.1641, -0.1176, -0.1047, -0.1286, 0.1468, 0.1073, 0.0900, 0.0850, 0.0990, -0.0222, -0.1365, -0.1296, -0.0839, -0.1301, 0.1406, 0.1028, 0.0843, 0.0775, 0.0970, -0.0236, -0.1265, -0.1256, -0.1079, -0.1474, 0.1479, 0.1066, 0.0851, 0.0874, 0.1040, 0.0116, -0.1259, -0.1052, -0.1434, -0.1698, 0.1466, 0.0968, 0.0913, 0.0914, 0.1066, -0.0117, -0.1383, -0.0931, -0.1496, -0.1594, 0.1521, 0.1023, 0.0942, 0.0897, 0.1138, -0.0017, -0.1298, -0.1196, -0.1151, -0.1595, 0.1458, 0.1000, 0.0902, 0.0883, 0.1013, -0.0033, -0.0905, -0.1426, -0.1391, -0.1513, 0.1398, 0.0951, 0.0898, 0.0985, 0.1036, 0.0115, -0.1516, -0.1079, -0.1174, -0.1540, 0.1429, 0.0976, 0.0926, 0.0844, 0.1019, 0.0040, -0.1496, -0.1598, -0.1171, -0.1346, 0.1489, 0.1061, 0.1036, 0.0925, 0.1060, -0.0253, -0.1271, -0.1223, -0.0836, -0.1363, 0.1368, 0.1012, 0.0756, 0.0856, 0.0955]}

---

{"formula": "C5H10ClNO", "method": "ωB97M-V/def2-TZVPD", "homo_energy_ev": -9.53, "de_lowest_kcal_mol": 33.93, "total_charge": 0, "gap_ev": 10.516, "fmax_ev_per_a": 2.035, "elements": ["C", "C", "C", "C", "C", "H", "H", "H", "H", "H", "H", "H", "H", "H", "H", "N", "O", "Cl"], "positions_angstrom": [[-0.30, 1.64, -2.08], [-0.80, 0.42, -0.19], [0.51, 0.53, 0.66], [0.59, -0.99, 0.73], [-0.93, -1.01, 0.43], [0.59, 2.13, -1.65], [-1.18, 2.26, -1.85], [-0.16, 1.57, -3.16], [-1.54, 1.20, 0.03], [1.36, 1.04, 0.18], [0.38, 0.89, 1.69], [1.14, -1.41, -0.14], [1.11, -2.55, 1.94], [1.91, -1.24, 2.23], [-1.52, -0.93, 1.35], [0.95, -1.56, 2.00], [-0.54, 0.34, -1.55], [-1.58, -2.30, -0.61]], "nbo_charge": [-0.2511, 0.0996, -0.4476, -0.0653, -0.2131, 0.1664, 0.1679, 0.1998, 0.1721, 0.2155, 0.2205, 0.1890, 0.3622, 0.3530, 0.2283, -0.8281, -0.5251, -0.0441]}

---

{"formula": "C17H23F5NO2P2RuS", "method": "ωB97M-V/def2-TZVPD", "homo_energy_ev": [-14.18, -15.10], "de_lowest_kcal_mol": 0.00, "total_charge": 2, "multiplicity": 6, "gap_ev": [7.920, 5.800], "fmax_ev_per_a": 2.983, "elements": ["Ru", "P", "C", "C", "N", "C", "C", "C", "C", "C", "P", "H", "H", "H", "H", "H", "H", "H", "H", "O", "H", "H", "O", "H", "C", "H", "H", "H", "C", "H", "H", "H", "C", "H", "H", "H", "C", "H", "H", "H", "F", "C", "C", "F", "C", "F", "C", "S", "C", "F", "C", "F"], "positions_angstrom": [[0.21, -0.01, -0.25], [1.58, -0.15, 1.53], [3.07, 0.39, 0.70], [3.12, 0.34, -0.71], [1.92, 0.22, -1.38], [1.84, 0.17, -2.72], [2.99, 0.13, -3.50], [4.23, 0.25, -2.86], [4.30, 0.40, -1.49], [0.44, 0.08, -3.31], [-0.83, 0.68, -2.09], [5.23, 0.50, -0.94], [2.85, 0.01, -4.57], [5.13, 0.22, -3.46], [0.37, 0.67, -4.23], [0.20, -0.97, -3.57], [3.16, 2.84, 0.82], [4.00, 0.56, 1.26], [1.11, 3.80, 0.75], [2.76, 3.74, 0.85], [3.50, 4.35, 1.01], [-0.82, 0.81, 0.68], [0.15, 3.54, 0.86], [-0.31, 3.90, 0.08], [-0.92, 2.46, -2.37], [-1.11, 2.68, -3.43], [-1.73, 2.87, -1.75], [0.02, 2.93, -2.06], [-2.42, 0.00, -2.60], [-3.21, 0.47, -2.00], [-2.60, 0.19, -3.66], [-2.45, -1.08, -2.41], [1.76, -1.86, 2.12], [2.61, -1.93, 2.81], [0.84, -2.14, 2.65], [1.91, -2.54, 1.28], [1.29, 0.87, 2.98], [0.47, 0.42, 3.54], [2.19, 0.91, 3.60], [1.00, 1.87, 2.65], [-4.36, -3.28, 4.09], [-3.54, -3.00, 3.04], [-2.51, -3.88, 2.72], [-2.34, -5.03, 3.43], [-1.66, -3.59, 1.66], [-0.64, -4.42, 1.34], [-1.86, -2.42, 0.89], [-0.80, -2.04, -0.43], [-2.97, -1.60, 1.17], [-3.29, -0.57, 0.35], [-3.78, -1.86, 2.27], [-4.82, -1.03, 2.54]], "lowdin_spin": [2.4398, 0.1526, 0.4863, 0.0475, 0.1661, 0.0575, 0.1305, 0.0157, 0.1386, 0.0400, 0.0962, 0.0047, 0.0060, -0.0018, 0.0054, -0.0002, 0.0080, 0.0206, -0.0005, 0.0104, 0.0003, 0.0818, 0.0244, -0.0003, 0.0177, 0.0027, 0.0000, 0.0009, 0.0151, 0.0000, -0.0004, 0.0102, 0.0463, 0.0014, 0.0035, 0.0018, 0.0253, 0.0016, 0.0021, 0.0008, 0.0146, 0.0443, -0.0043, -0.0033, 0.0460, 0.0147, 0.0931, 0.6869, 0.0416, 0.0161, -0.0045, -0.0038]}